The molecule C19H26N2O5 in a non-equilibrium geometry, computed with ωB97M-V/def2-TZVPD.

Output
Highest occupied orbital energy, Ha: -0.3276
Largest force on an atom, eV/A: 1.36
Orbital gap, eV: 8.68
E, a.u.: -1225.2871
E_LUMO, Eh: -0.009
SMILES: CCCCCC[C@H]1C[C@H](CCC(=O)Nc2ccc([N+](=O)[O-])cc2)C(=O)O1

Structure (XYZ):
```
52
Properties=species:S:1:pos:R:3:lowdin_charge:R:1
C -8.001 -0.633 -1.828 -0.112
C -6.964 -0.199 -0.800 -0.276
C -7.172 -0.913 0.536 -0.218
C -6.181 -0.494 1.631 -0.205
C -5.005 -1.455 1.821 -0.196
C -4.076 -1.605 0.617 -0.139
C -3.323 -0.324 0.272 -0.287
C -2.319 0.133 1.342 -0.070
C -1.134 0.653 0.528 -0.195
C -1.178 2.179 0.335 -0.123
C -0.105 2.721 -0.617 -0.088
C 1.293 2.393 -0.111 -0.461
O 1.879 3.092 0.683 0.082
N 1.776 1.226 -0.634 0.137
C 2.984 0.598 -0.389 -0.200
C 3.988 1.153 0.411 0.013
C 5.165 0.466 0.610 0.017
C 5.354 -0.778 0.016 -0.165
N 6.577 -1.491 0.231 -0.369
O 6.702 -2.576 -0.303 0.071
O 7.420 -0.974 0.936 0.074
C 4.362 -1.339 -0.786 0.008
C 3.187 -0.654 -0.985 0.001
C -1.322 -0.059 -0.806 -0.437
O -0.498 -0.159 -1.680 0.105
O -2.542 -0.554 -0.910 0.096
H -7.847 -0.114 -2.771 0.069
H -7.932 -1.703 -2.012 0.073
H -9.006 -0.412 -1.475 0.072
H -5.967 -0.406 -1.193 0.092
H -7.042 0.880 -0.644 0.111
H -7.110 -1.993 0.383 0.114
H -8.187 -0.695 0.873 0.110
H -5.814 0.513 1.427 0.102
H -6.709 -0.451 2.586 0.108
H -5.404 -2.443 2.059 0.115
H -4.421 -1.124 2.683 0.107
H -3.341 -2.387 0.826 0.127
H -4.644 -1.919 -0.259 0.112
H -4.033 0.475 0.028 0.145
H -2.017 -0.719 1.952 0.129
H -2.744 0.894 1.993 0.128
H -0.173 0.376 0.967 0.156
H -1.046 2.647 1.313 0.130
H -2.161 2.465 -0.049 0.129
H -0.250 2.324 -1.621 0.116
H -0.197 3.808 -0.650 0.126
H 1.138 0.702 -1.236 0.104
H 3.831 2.115 0.868 0.103
H 5.950 0.878 1.225 0.121
H 4.534 -2.304 -1.237 0.120
H 2.408 -1.075 -1.604 0.116
```